This record from the OMol25 dataset describes a 2-piece molecular cluster, C7H14 overall at a distorted geometry. The level of theory is the ωB97M-V functional and the def2-TZVPD basis.

Values from the calculation:
* relative energy (zero: lowest compared OMol25 entry of this formula, charge and spin): 118.4 kcal/mol
* Kohn-Sham gap (spin up / spin down): 0.2631 / 0.3286 hartree
* total energy: -7481.1620 eV

The geometry in ORCA input format:
```
! RIJCOSX wB97M-V def2-TZVPD def2/J DEFGRID3
* xyz 0 1
C -0.01011 -1.71626 -1.28448
C -0.01983 -1.81594 0.15605
C 1.23953 -1.47656 0.78961
C -1.14690 0.49136 1.20034
C -0.98889 1.39169 0.21309
C 0.17566 2.32686 0.04506
C 1.00626 1.50139 -0.89055
H 0.93938 -2.07053 -1.70854
H -0.84679 -2.18582 -1.80796
H 0.04572 -0.57879 -1.48692
H -0.90918 -2.09020 0.70945
H 2.06940 -2.06316 0.36976
H 1.45248 -0.41080 0.43574
H 1.25152 -1.53800 1.87916
H -2.06795 -0.07361 1.29693
H -0.45417 0.46704 2.03996
H -1.72919 1.43531 -0.58716
H -0.14347 3.30798 -0.34420
H 0.67275 2.50337 1.00664
H 2.07623 1.45752 -0.70574
H 0.73573 1.57629 -1.94022
*
```

=====

This record from the OMol25 dataset describes C13H16N4O2 as an isolated structure at a distorted geometry. The level of theory is the ωB97M-V functional and the def2-TZVPD basis.

Values from the calculation:
* relative energy (zero: lowest compared OMol25 entry of this formula, charge and spin): 41.1 kcal/mol
* Kohn-Sham gap: 0.2990 hartree
* total energy: -23793.5301 eV

The geometry in ORCA input format:
```
! RIJCOSX wB97M-V def2-TZVPD def2/J DEFGRID3
* xyz 0 1
N 1.05059 1.87096 1.33707
N -0.61210 2.03572 3.16611
O -1.71150 -0.22821 -0.88821
O 0.61271 -3.48998 -2.18383
C 0.53429 2.30517 2.49238
C -3.58321 0.16451 2.20956
C -3.23372 -0.26505 0.89511
C -2.70624 0.97378 2.97360
C 0.16794 1.08489 0.71875
C -2.00886 0.02180 0.39490
C -1.46819 1.25965 2.47895
C -1.04015 0.63523 1.18196
N 1.45975 2.63522 3.35564
N 0.75120 0.74646 -0.43627
C -0.89146 -1.21708 -3.48615
C -1.89560 -1.59013 -1.30762
C -0.76992 -3.45494 -2.47598
C 0.60402 -2.17290 -1.71671
C -0.82293 -1.93738 -2.23836
H -4.56543 0.00049 2.59462
H -3.99919 -0.79176 0.34239
H -2.79820 1.18180 4.08583
H 1.05795 2.48844 4.29143
H 2.38325 2.25841 3.28472
H -0.02766 0.63109 -1.06817
H 1.44724 1.47449 -0.67047
H -0.34221 -1.73532 -4.29291
H -0.51428 -0.15115 -3.37373
H -1.91284 -1.18178 -3.84670
H -1.81664 -2.19690 -0.37198
H -2.83501 -1.83597 -1.70324
H -1.45273 -4.01978 -1.78051
H -0.81234 -3.72442 -3.54083
H 1.30010 -1.51484 -2.14237
H 0.71707 -2.07203 -0.61611
*
```